Below is a 2-piece molecular cluster, C13H24F3O5S2 overall in a non-equilibrium geometry, with properties calculated with wB97M-V/def2-TZVPD.

The geometry in ORCA input format:
```
! wB97M-V def2-TZVPD RIJCOSX def2/J DEFGRID3
* xyz 1 1
C 5.0481 2.4060 -0.6295
C 4.6671 1.5470 -1.8498
C 3.7831 0.3739 -1.4601
C 2.9619 -0.1671 -2.6188
O 1.6447 -0.6493 -2.2136
S 0.4991 0.4132 -1.8829
C 1.1864 2.0643 -1.7288
C 0.1460 3.0718 -2.2281
C 0.8028 4.4270 -2.4543
F 0.8768 4.7033 -3.7656
F 0.0974 5.3904 -1.8464
F 2.0559 4.4543 -1.9600
C 0.1272 -0.0457 -0.1787
C -1.1532 0.5956 0.3494
O -2.1181 -0.1076 0.5968
O -1.1767 1.9349 0.5199
H 6.0786 2.2496 -0.3565
H 4.4235 2.1829 0.2216
H 4.9131 3.4537 -0.8388
H 4.1665 2.1986 -2.5579
H 5.5659 1.2004 -2.3303
H 4.4185 -0.4218 -1.1025
H 3.1247 0.6417 -0.6450
H 3.4380 -1.0346 -3.0390
H 2.8620 0.5400 -3.4280
H 1.4495 2.2494 -0.6966
H 2.0850 2.2023 -2.3094
H -0.2102 2.7391 -3.1888
H -0.6697 3.2068 -1.5403
H -0.0718 -1.1023 -0.2471
H 0.9906 0.0797 0.4634
H -0.2880 2.2641 0.6830
C -4.8762 -2.9098 2.0986
C -5.0660 -2.9423 3.6223
C -4.3160 -4.1717 4.1548
S -2.9706 -4.4712 3.0020
O -3.1902 -5.7325 2.3458
O -1.7081 -4.1673 3.6277
C -3.3899 -3.1578 1.8619
H -5.1954 -1.9610 1.6706
H -5.4631 -3.7039 1.6334
H -4.6439 -2.0359 4.0604
H -6.1183 -2.9781 3.8969
H -3.8969 -4.0094 5.1437
H -4.9429 -5.0604 4.1602
H -3.1524 -3.4733 0.8486
H -2.7951 -2.2875 2.1354
*
```

Summary:
Frontier orbital gap   7.88 eV

Mulliken population analysis, charges in e, atoms 1 to 8: -1.29, -0.46, -0.13, -0.87, -0.28, 0.35, -0.53, -0.95

Below is C13H24FKO12 as an isolated structure in a non-equilibrium geometry, with properties calculated with wB97M-V/def2-TZVPD.

The geometry in ORCA input format:
```
! wB97M-V def2-TZVPD RIJCOSX def2/J DEFGRID3
* xyz 0 1
K -0.3445 0.5495 0.3831
F -0.5355 2.1321 2.4703
C 5.7322 1.7592 -0.3107
C 4.9135 0.6157 0.2358
C 5.0392 0.4471 1.7138
O 3.7954 -0.1569 2.0799
C 3.0254 -0.0717 1.0916
O 1.8831 -0.4364 1.0264
O 3.5216 0.6835 0.0696
H 6.7873 1.4099 -0.2883
H 5.5662 2.7007 0.2051
H 5.4769 1.8843 -1.3535
H 5.2302 -0.2567 -0.3055
H 5.1285 1.4813 2.0954
H 6.0306 -0.1344 1.9398
C -3.2176 2.4673 -2.3077
O -3.8353 2.7531 -0.9943
C -3.7673 1.9317 -0.0300
O -2.9340 0.8166 -0.2387
O -4.3408 2.2703 1.2066
C -4.1544 1.4242 2.3810
H -3.7659 1.7680 -3.0082
H -2.1666 2.2976 -2.1727
H -3.1681 3.3905 -2.9378
H -4.1259 0.3969 2.0178
H -4.8649 1.6308 3.1116
H -3.2022 1.6714 2.7639
C -2.2872 -1.6117 2.1565
O -1.4465 -2.5943 2.5763
C -0.2347 -2.8539 2.0001
O 0.0478 -2.4080 0.7054
O 0.5560 -3.4911 2.7697
C 1.9629 -3.3532 2.4867
H -1.9388 -1.0071 1.2986
H -2.7357 -0.9746 2.9319
H -3.1209 -2.1452 1.7783
H 2.2426 -3.6203 1.4328
H 2.4676 -3.9269 3.1889
H 2.3817 -2.3891 2.7050
C -0.5996 1.0481 -4.7557
O -1.4464 0.0401 -4.3470
C -1.2656 -0.4271 -3.1019
O -0.5172 0.1903 -2.1817
O -1.8957 -1.5765 -2.8145
C -2.1914 -1.9306 -1.4965
H 0.3783 0.6598 -4.8228
H -0.4378 1.8499 -4.0322
H -0.9259 1.4806 -5.7154
H -1.7531 -1.3315 -0.6690
H -1.6920 -2.9639 -1.4913
H -3.2554 -2.0894 -1.4464
*
```

Summary:
Frontier orbital gap   7.61 eV

Mulliken population analysis, charges in e, atoms 1 to 8: 1.47, -0.91, -1.49, 0.45, -0.51, -0.28, 0.33, -0.41

Below is C13H24N4O5S2Sc as an isolated structure in a non-equilibrium geometry, with properties calculated with wB97M-V/def2-TZVPD.

The geometry in ORCA input format:
```
! wB97M-V def2-TZVPD RIJCOSX def2/J DEFGRID3
* xyz 1 1
O 3.0776 1.2350 -2.5650
H 4.0482 1.2190 -2.6082
Sc -0.0858 -0.0574 0.2305
N -1.8021 -0.4804 -1.0280
N 0.5169 -0.4906 -1.8033
O -3.1757 -0.3766 -0.6116
O 1.8714 -0.8785 -1.9612
C -1.6782 -0.9566 -2.2808
C -0.3406 -0.9909 -2.7187
C -2.8492 -1.4312 -3.0509
C 0.0757 -1.5383 -4.0338
H -3.7808 -1.0184 -2.6535
H -2.9105 -2.5300 -3.0121
H -2.7484 -1.1532 -4.1096
H 1.1429 -1.7807 -4.0638
H -0.1387 -0.7961 -4.8191
H -0.4853 -2.4542 -4.2754
H -3.1807 -0.1598 0.3407
H 2.3772 -0.0316 -2.2852
O 0.9477 -2.0181 0.4159
H 0.6537 -2.7207 1.0230
H 1.3982 -2.4185 -0.3552
C 2.6711 2.2639 -1.6292
H 2.9355 2.0134 -0.5915
H 1.5873 2.3699 -1.7390
H 3.1619 3.2040 -1.9206
O -1.4896 1.7505 0.5363
H -2.1339 2.0125 -0.1477
H -1.2028 2.5417 1.0254
C 1.4264 3.5972 1.0265
C 1.7285 2.3576 1.7888
N 0.9951 1.2406 1.7283
C 1.1696 0.4487 2.8868
C 2.1662 0.9274 3.7132
S 2.8467 2.4054 3.1310
C 0.1648 -0.5496 3.1986
C -0.1166 -1.0895 4.4382
S -1.5021 -2.1369 4.3933
C -1.6753 -1.7879 2.6904
N -0.7587 -0.9549 2.2020
C -2.7683 -2.3985 1.8952
H 0.7029 4.2308 1.5714
H 2.3590 4.1630 0.9025
H 1.0134 3.3500 0.0404
H 2.4630 0.4420 4.6384
H 0.4708 -0.8753 5.3321
H -2.8711 -3.4540 2.1868
H -3.7301 -1.9000 2.1030
H -2.5473 -2.3445 0.8249
*
```

Summary:
Frontier orbital gap (spin up / spin down)   3.81 / 3.79 eV

Mulliken population analysis, charges in e, atoms 1 to 8: -0.53, 0.32, 0.57, 0.48, 0.36, -0.59, -0.64, 0.01

Below is C13H25BF2IrN6O2PS2 as an isolated structure in a non-equilibrium geometry, with properties calculated with wB97M-V/def2-TZVPD.

The geometry in ORCA input format:
```
! wB97M-V def2-TZVPD RIJCOSX def2/J DEFGRID3
* xyz 1 2
Ir 0.6037 -0.0018 -1.0800
S -1.4165 -0.9042 -2.0584
C -1.8549 0.5311 -2.8883
S -0.5074 1.5545 -2.5637
C -2.9812 0.8167 -3.5816
C -4.0021 -0.1761 -3.6937
N -4.8314 -0.9701 -3.7589
C -3.1478 2.1090 -4.1657
N -3.2578 3.1726 -4.5890
C -0.8221 3.3939 2.9578
C 0.0009 3.7443 1.7099
C 1.4300 4.1515 2.0954
C -0.6859 4.8459 0.8935
C 0.0910 2.5362 0.8712
N 0.1552 1.6181 0.1902
H -0.8908 4.2797 3.5887
H -0.3478 2.5972 3.5314
H -1.8313 3.0826 2.6891
H 1.3773 5.0218 2.7492
H 2.0149 4.4186 1.2156
H 1.9428 3.3504 2.6283
H -0.7471 5.7435 1.5086
H -1.6951 4.5549 0.6039
H -0.1205 5.0833 -0.0070
C 1.7326 -3.5692 0.8987
P 1.0327 -3.5407 -0.7490
C -0.6827 -4.0226 -0.6177
C 1.8615 -4.8027 -1.7066
O 1.2368 -2.1879 -1.4230
H 1.6303 -4.5549 1.3523
H 1.2160 -2.8319 1.5123
H 2.7907 -3.3088 0.8423
H -0.7609 -4.9908 -0.1218
H -1.1207 -4.0917 -1.6137
H -1.2199 -3.2681 -0.0444
H 1.7666 -5.7733 -1.2192
H 2.9173 -4.5517 -1.8066
H 1.4133 -4.8549 -2.6987
F 3.5272 -0.4676 -0.4814
B 2.3457 -0.1650 0.0505
F 2.3578 -0.1004 1.3914
N 1.9593 -0.0405 -2.7520
H 2.3219 -0.9916 -2.7450
H 2.7395 0.6054 -2.7107
H 1.4494 0.1188 -3.6160
N -0.1435 -0.4693 2.9194
C -0.9655 -0.9566 1.9667
N -2.2190 -1.3001 2.3346
O -0.5969 -1.1141 0.7905
H -0.4279 -0.3719 3.8771
H 0.8001 -0.2389 2.6571
H -2.5777 -1.1485 3.2599
H -2.8599 -1.5637 1.6067
*
```

Summary:
Expectation value of S²   0.76
Frontier orbital gap (spin up / spin down)   6.50 / 6.72 eV

Mulliken population analysis, charges in e, atoms 1 to 8: 2.44, -0.49, 0.56, -0.40, 0.71, -0.10, -0.43, -0.20

Q: Number 3 is which compound?
A: C13H24N4O5S2Sc

Q: Which formula does entry 1 have?
A: C13H24F3O5S2